C54H47F3N8NaO3P2SSe2 | wB97M-V/def2-TZVPD

Geometry as ORCA input:
```
! wB97M-V def2-TZVPD RIJCOSX def2/J DEFGRID3
* xyz -1 1
Se -0.67968 -0.44040 7.94623
Se 1.50387 -0.81233 0.23981
S -3.03307 5.62456 -0.43003
P 0.60240 -0.52382 6.27542
P 1.65940 -0.91343 2.33918
Na -1.90202 -0.58332 0.56507
F -0.11921 -4.10498 0.65760
F -1.53169 -4.07661 -1.00444
F 1.15765 -0.79250 -5.73828
O -1.40019 -0.46269 -1.51333
O -3.57318 0.39420 0.00745
O -5.54968 -0.47749 -0.67048
N -2.02172 -0.93011 3.51030
N -0.72446 -1.44972 -7.80445
N 0.06659 -1.52645 -10.53488
N -1.01705 -0.95374 2.63809
N -4.15828 -1.23641 -4.42034
N 0.18914 8.46171 1.17360
N -1.55760 -0.79389 4.73512
N -0.86050 1.82243 0.84310
C -2.39325 -1.35565 -6.08989
C -1.06299 -1.25031 -6.44485
C 2.47264 1.29608 7.22824
C -1.27511 -1.02324 -10.13502
C 0.62246 -1.89493 -8.16279
C -5.16319 -1.45977 -5.42570
C 3.68510 -4.95183 3.15315
C 1.29198 1.96890 5.23893
C -2.22611 4.09560 0.04289
C 1.77642 -1.90140 6.47462
C 1.57808 1.00328 6.19674
C 0.13963 8.12077 -0.11322
C 0.14661 -0.83444 3.31379
C 3.15635 -1.76747 6.38994
C -0.59705 2.39966 -0.32949
C 1.22478 -3.14518 6.78928
C 3.09590 2.53179 7.27776
C 2.36869 1.72904 2.45485
C 3.98089 -2.87054 6.59820
C -0.53073 -0.78254 -4.13033
C 4.27989 2.65244 3.58622
C 4.62774 1.38818 4.03432
C -0.14482 -0.94946 -5.42994
C -5.27543 -2.80741 -6.07340
C -2.81698 -1.15315 -4.77196
C 2.48666 -2.46534 2.79420
C -3.69767 -0.61652 -2.13386
C 0.57576 -2.51896 -9.54766
C 3.84700 0.28664 3.69269
C -1.20083 -0.42830 -8.74192
C -0.82388 7.27662 -0.65073
C 2.81120 3.49509 6.31388
C 4.38640 -3.92696 2.52387
C -2.54456 3.47873 1.24029
C 3.42825 -4.10290 6.90505
C 2.04699 -4.23777 7.00508
C 1.90668 3.21497 5.30170
C 2.71226 0.45415 2.91095
C 3.78500 -2.69489 2.33109
C 2.38948 -4.73446 3.59213
C -1.24964 3.53859 -0.77434
C -6.31791 -2.34852 -5.09654
C -0.75259 7.95490 1.96969
C -4.53733 -0.91722 -3.14871
C -1.75860 7.10485 1.53048
C -2.26618 -0.63479 -2.37289
C -4.34575 -0.20371 -0.79165
C -1.22976 -3.60770 0.18780
C -1.87344 -0.86823 -3.78131
C -1.83146 2.34109 1.59686
C -0.20422 -0.72588 4.67626
C -1.78987 6.74995 0.19147
C 1.79036 -3.49040 3.41992
C 3.14907 2.82124 2.79303
H 0.96615 -2.64255 -7.44952
H 0.91352 8.54094 -0.74759
H 1.83550 -5.53298 4.07237
H 4.30539 -1.91125 1.79217
H -1.59147 -0.30316 -10.89046
H 0.19118 -0.56774 -3.34868
H -3.33342 3.86133 1.87543
H -3.10690 -1.62000 -6.85756
H 5.05698 -2.76007 6.52376
H 4.88967 3.50791 3.85344
H -2.18984 -0.08438 -8.44385
H 0.17345 1.92164 -0.92965
H -0.53355 0.44096 -8.75223
H -0.10831 -3.36179 -9.55764
H 5.39407 -4.09774 2.16429
H -5.36825 -0.60075 -6.05385
H 0.58016 1.75095 4.45001
H 0.77279 -3.32454 3.75708
H 2.87483 3.80892 2.44068
H -5.52590 -2.83724 -7.12558
H -2.49950 6.71897 2.21920
H 5.51084 1.25157 4.64804
H 1.49218 1.84736 1.82570
H 1.56000 -2.83754 -9.89200
H 4.12612 -0.70145 4.03077
H -1.00604 3.98344 -1.73026
H 2.65009 0.56369 8.00755
H 3.78940 2.75395 8.08025
H -0.82134 7.02871 -1.70443
H 4.07276 -4.95828 7.07199
H 0.14860 -3.23513 6.89120
H -6.32335 -2.81229 -4.11817
H 1.34645 -1.07695 -8.16373
H -0.69958 8.24401 3.01445
H -2.05727 1.81985 2.52636
H 0.73742 -0.71080 -10.57349
H 4.14948 -5.92137 3.29166
H 1.61108 -5.19990 7.24851
H 3.59070 -0.80134 6.17190
H -4.58511 -3.57677 -5.74889
H -1.94699 -1.87641 -10.13309
H -2.06319 -3.66383 0.89489
H 0.04442 -1.94662 -11.55248
H 3.29181 4.46552 6.35820
H -7.29306 -2.05622 -5.46129
H 1.67577 3.96500 4.55329
H -5.60138 -0.91328 -2.95265
*
```

DFT total energy ... -247498.1218 eV
Lowest unoccupied orbital energy (spin up / spin down) ... 1.64 / 1.72 eV

=====

C28H47BiN5O8P2Si2 | wB97M-V/def2-TZVPD

Geometry as ORCA input:
```
! wB97M-V def2-TZVPD RIJCOSX def2/J DEFGRID3
* xyz -1 1
Bi -0.04997 -0.19459 0.45611
P 0.95085 2.61065 2.63430
P -0.04129 0.10480 3.89510
Si -0.96678 -3.62132 1.43325
Si 3.48677 -0.88200 1.10293
O 0.77702 1.85432 1.33084
O 0.24253 -2.00824 -1.93357
O -1.61764 0.51990 3.88962
O 2.05963 3.59346 2.81562
O 0.74965 1.50121 3.84989
O 0.21477 -0.63544 2.56219
O -0.42213 3.48531 2.89074
O 0.26515 -0.60857 5.14062
N -0.88806 2.59921 -0.73031
N 0.35206 2.89838 -1.33909
N -1.45843 -2.05440 0.78121
N 2.10045 -0.96379 -0.02106
N -2.69929 -0.17409 1.07432
C -3.86761 -2.19611 0.66713
C 4.40807 0.69948 0.95280
C -0.98169 -1.63388 -2.45768
C -3.76224 1.94978 1.52480
C 3.82606 -0.20451 -3.27094
C -1.48071 -5.11092 0.39355
C -0.01934 4.67801 -2.73689
C 0.63690 4.32038 -1.46943
C 3.02165 -1.00276 2.96910
C -3.14199 -2.30893 -3.33182
C -1.76075 -3.54545 3.12376
C 0.85633 -3.89651 1.37278
C -1.88209 -2.65885 -2.74114
C -5.06546 -1.49783 0.63032
C -3.37602 -1.02765 -3.71779
C 4.46823 -2.39756 0.62419
C 1.38757 -1.29374 -2.38048
C -2.54582 -0.00896 -3.32235
C 3.56039 -0.30356 -1.91314
C 2.90961 -0.73797 -4.18356
C 2.31132 -0.85788 -1.43099
C -1.32756 -0.31135 -2.75314
C -5.06340 -0.11929 0.84937
C 1.66686 -1.21906 -3.74100
C 2.17525 4.44208 -1.54155
C 0.23524 5.26963 -0.29185
C -2.68906 -1.51677 0.88086
C -3.84404 0.49533 1.08846
H 1.37253 -3.48860 2.27107
H -2.10813 0.46203 3.07770
H 2.35118 -1.76510 3.28060
H -3.77860 -3.11909 -3.62911
H -0.90799 -5.05269 -0.54231
H 5.09262 -2.21859 -0.24749
H 2.85441 -0.00181 3.38019
H 0.57817 4.25598 -3.59764
H -3.89122 -3.27036 0.54121
H 3.86483 -3.25501 0.44829
H 0.97503 2.52000 -0.66502
H -0.84648 5.53250 -0.32479
H -0.50450 3.65258 3.81714
H -2.57442 -5.02274 0.26395
H 2.52116 4.02029 -0.63953
H 0.86581 6.19412 -0.27388
H 2.53940 5.48763 -1.61915
H -6.00254 -1.97444 0.36631
H 5.15249 -2.80138 1.41623
H 4.28937 0.03280 -1.15673
H 0.00525 5.73416 -2.86424
H 1.26591 -3.48940 0.44844
H 2.52027 3.90288 -2.39388
H 3.96719 -1.38741 3.33881
H 5.21955 0.74241 1.76875
H -1.25676 -6.09616 0.84373
H 4.89791 0.97710 0.03408
H -1.72060 -3.64846 -2.41789
H -1.03574 3.12225 0.08867
H -1.09665 -3.72072 3.96278
H -1.60381 2.98264 -1.38573
H 3.67471 1.45548 1.18449
H 3.13202 -0.84278 -5.24276
H 0.37150 4.86597 0.71815
H -1.06408 4.29331 -2.77129
H 4.74966 0.17345 -3.68756
H -0.66174 0.55120 -2.59936
H -3.94738 1.92898 2.59955
H -4.23589 -0.89369 -4.40663
H -2.53657 -4.25114 3.33153
H -2.77005 1.02550 -3.64443
H -4.39639 2.66782 0.94365
H -5.97818 0.43037 0.75841
H 0.95346 -4.95749 1.27640
H -2.72641 2.29756 1.47811
H 0.88181 -1.53802 -4.42180
H -2.16311 -2.54391 3.26692
*
```

DFT total energy ... -93813.9475 eV
Lowest unoccupied orbital energy ... 2.42 eV

=====

In eV/A, the largest force on an atom values for the records above are, in order, 1.41 3.20.
In kJ/mol, the ΔE to the lowest compared entry with this formula, charge and spin values for the records above are, in order, 71.9 64.6.